No. 1
{"formula": "C57H78AsN4S3SbSiV", "method": "ωB97M-V/def2-TZVPD", "elements": ["Sb", "As", "V", "S", "S", "S", "Si", "N", "N", "N", "N", "C", "C", "C", "C", "C", "C", "C", "C", "C", "C", "C", "C", "C", "C", "C", "C", "C", "C", "C", "C", "C", "C", "C", "C", "C", "C", "C", "C", "C", "C", "C", "C", "C", "C", "C", "C", "C", "C", "C", "C", "C", "C", "C", "C", "C", "C", "C", "C", "C", "C", "C", "C", "C", "C", "C", "C", "C", "H", "H", "H", "H", "H", "H", "H", "H", "H", "H", "H", "H", "H", "H", "H", "H", "H", "H", "H", "H", "H", "H", "H", "H", "H", "H", "H", "H", "H", "H", "H", "H", "H", "H", "H", "H", "H", "H", "H", "H", "H", "H", "H", "H", "H", "H", "H", "H", "H", "H", "H", "H", "H", "H", "H", "H", "H", "H", "H", "H", "H", "H", "H", "H", "H", "H", "H", "H", "H", "H", "H", "H", "H", "H", "H", "H", "H", "H"], "positions_angstrom": [[2.5376, -0.8046, -1.5827], [-1.2150, 2.9970, 0.0957], [0.3617, -2.0476, 1.7774], [-1.5410, -0.6392, 1.6348], [2.3259, -3.3983, 1.5980], [-0.6741, -3.5817, 0.1919], [-2.8290, -6.0018, 0.4852], [2.4335, -0.6509, 2.8910], [-0.5651, -3.3899, 2.7063], [-0.0378, 0.0986, 4.0520], [-0.9412, 1.4325, -0.6777], [-0.0867, 4.1717, -1.1845], [1.2352, 1.2735, -3.4027], [1.0153, -0.3591, 4.9244], [-1.4725, -6.7669, -0.6265], [-3.2531, 5.1351, 0.0930], [-4.1438, 1.4597, -0.2024], [6.1652, -2.4530, 2.0749], [-1.4833, 0.8275, -1.7420], [-3.3950, -1.3365, 3.5148], [-2.2732, 1.4435, -2.7412], [-5.6305, 4.9216, -0.2663], [-0.4095, 4.6914, -2.4417], [2.2519, 4.5571, -1.7262], [-2.3633, -5.4251, 3.3124], [-1.7676, -0.6350, 5.6404], [5.4612, -1.7254, -2.7117], [3.7445, -2.5227, 2.0112], [-3.8376, -1.5019, 4.8099], [-1.8204, 4.9401, -2.8970], [2.5175, -3.8428, -2.0680], [-1.1609, -4.1206, 1.7297], [-0.8432, -3.6994, 3.9810], [-2.7587, 0.7495, -3.8276], [1.7043, 3.7359, 0.5465], [-3.0706, 3.7596, -0.1075], [5.4290, 0.0782, -0.9810], [-5.4607, 3.5488, -0.3298], [-2.5264, -0.6108, -3.9638], [-1.7396, -4.6951, 4.3196], [-1.3133, -0.4647, 4.3445], [-3.9557, -7.4482, 1.0659], [-7.0011, 5.5158, -0.4284], [-2.0833, 6.0035, 0.4510], [3.5154, 0.7761, -4.3075], [2.3997, -0.2193, 4.2808], [0.5918, 5.0829, -3.3289], [1.9067, -2.6144, -2.7181], [-4.5148, 5.7024, -0.0123], [1.9316, 4.9931, -3.0050], [6.1277, -1.1654, 2.5924], [2.6616, 0.8993, -3.0589], [1.2755, 4.1622, -0.8305], [2.1600, -2.5653, -4.2122], [4.7629, -1.1976, -1.4703], [-4.2097, 2.9551, -0.2210], [4.9971, -3.1138, 1.7804], [-3.9606, -4.7946, -0.4656], [-2.1182, -0.8314, 3.2515], [-1.2505, -0.5598, -1.9176], [3.7138, -1.2377, 2.5828], [-0.1602, 1.5399, 3.9095], [3.0137, 5.3504, -3.9851], [2.1331, 0.4404, 1.9606], [-3.0252, -1.1641, 5.8808], [-2.0700, -5.1494, 1.9756], [4.9007, -0.5699, 2.8416], [-1.7691, -1.2496, -2.9857], [-4.4390, -5.2591, -1.3240], [-0.6777, -1.0796, -1.1548], [3.2196, -2.4471, -4.4331], [3.2590, -0.1108, -4.8769], [-3.4173, -8.1784, 1.6616], [3.5263, 4.4479, -4.3219], [-4.6295, 6.7747, 0.1085], [-4.8254, -1.9046, 4.9949], [-2.3881, 7.0346, 0.6317], [-1.5915, -2.3170, -3.0566], [-4.0112, -1.6214, 2.6741], [-3.2737, 1.1112, 0.3530], [3.7574, 6.0010, -3.5227], [1.0350, 0.1671, 5.9016], [0.8299, -2.6397, -2.5409], [1.0585, 0.5022, 1.7597], [5.0138, -4.1100, 1.3633], [5.0531, -2.6863, -3.0120], [3.0772, 1.7001, -2.4373], [6.5277, -1.8620, -2.5049], [5.2924, 0.8854, -1.6995], [-2.5431, 4.5667, -2.1797], [-5.0424, 1.0455, 0.2556], [-4.7426, -4.4057, 0.1821], [2.7362, 0.8269, 4.3809], [-6.9856, 6.5924, -0.2707], [4.8493, -1.9526, -0.6837], [-4.7906, -7.0888, 1.6587], [-4.0633, 1.0595, -1.2142], [-1.7611, -7.7277, -1.0461], [2.1277, -4.7505, -2.5333], [7.1162, -2.9381, 1.8969], [1.3242, 2.7341, 0.7441], [3.6023, -3.8549, -2.1618], [1.6068, -1.7395, -4.6554], [1.8190, -3.4915, -4.6815], [4.5773, 0.7539, -4.0698], [-3.3528, 1.2733, -4.5753], [-0.7434, 1.7559, 3.0088], [0.3032, 5.4552, -4.3065], [1.2906, 4.4100, 1.3017], [-1.6081, 5.6068, 1.3516], [0.6942, 1.4991, -2.4873], [-2.4959, 2.4965, -2.6432], [3.3458, 1.6427, -4.9525], [-0.3442, -3.1169, 4.7502], [-1.3344, 5.9867, -0.3400], [-1.9852, 6.0152, -3.0126], [-1.1397, -0.3535, 6.4769], [-4.3689, -7.9690, 0.2069], [-6.3286, 2.9156, -0.4640], [0.8167, 2.0047, 3.8010], [2.6509, 0.2568, 1.0176], [3.2950, 4.5086, -1.4330], [0.7170, 0.4632, -3.9139], [1.1996, 2.1591, -4.0399], [-2.9320, -1.1633, -4.8055], [0.8349, -1.4215, 5.1087], [-0.5551, -6.9030, -0.0614], [5.3706, -1.0371, -3.5466], [-3.3768, -3.9498, -0.8167], [-0.6653, 1.9914, 4.7775], [2.5996, 5.8539, -4.8575], [3.0918, -0.8444, 4.8545], [2.7909, 3.7351, 0.6298], [-2.0012, 4.4719, -3.8645], [4.8705, 0.4298, 3.2574], [-1.9516, -4.8951, 5.3613], [2.4864, 1.4073, 2.3484], [5.0017, 0.3870, -0.0283], [6.5016, -0.0754, -0.8355], [-7.3860, 5.3204, -1.4303], [-3.3647, -1.3099, 6.8974], [-3.0771, -6.1988, 3.5591], [-1.2402, -6.0894, -1.4403], [7.0448, -0.6356, 2.8090], [-7.6951, 5.0692, 0.2836], [2.2655, -3.8729, -1.0089]], "lowdin_spin": [0.002, 0.000, 2.709, 0.030, 0.018, 0.021, -0.003, 0.010, 0.008, 0.007, 0.001, 0.000, 0.000, 0.002, -0.001, 0.000, 0.000, 0.000, 0.000, 0.003, 0.000, 0.000, 0.000, 0.000, 0.043, 0.001, 0.000, 0.006, 0.001, 0.000, 0.001, 0.047, 0.043, 0.000, 0.000, 0.000, 0.000, 0.000, 0.000, -0.002, 0.004, 0.000, 0.000, 0.000, 0.000, 0.002, 0.000, 0.000, 0.000, 0.000, 0.005, 0.001, 0.000, 0.000, 0.000, 0.000, 0.003, 0.000, 0.011, 0.001, 0.005, 0.001, 0.000, 0.004, 0.000, 0.002, 0.000, 0.000, 0.000, 0.002, 0.000, 0.000, 0.000, 0.000, 0.000, 0.000, 0.000, 0.000, 0.001, 0.000, 0.000, 0.000, 0.000, 0.001, 0.000, 0.000, 0.000, 0.000, 0.000, 0.000, 0.000, 0.000, 0.000, 0.000, 0.000, 0.000, 0.000, 0.000, 0.000, 0.000, 0.000, 0.000, 0.000, 0.000, 0.000, 0.000, 0.001, 0.000, 0.000, 0.000, 0.000, 0.000, 0.000, 0.002, 0.000, 0.000, 0.000, 0.000, 0.000, 0.000, 0.000, 0.000, 0.000, 0.000, 0.000, 0.001, 0.000, 0.000, 0.000, 0.000, 0.000, 0.000, 0.000, 0.000, 0.000, -0.001, 0.000, 0.000, 0.000, 0.000, 0.000, 0.003, 0.000, 0.000, 0.000, 0.001], "s2": 3.769, "molar_mass_g_mol": 1191.2, "multiplicity": 4, "e_tot_ev": -199785.4509, "charge": -2, "e_homo_ev": [-1.32, -1.38], "orbital_gap_ev": [5.421, 5.474]}

No. 2
{"formula": "C57H79BBaN9O3PS3", "method": "ωB97M-V/def2-TZVPD", "elements": ["Ba", "S", "S", "S", "P", "O", "O", "O", "N", "N", "N", "N", "N", "N", "N", "N", "N", "C", "C", "C", "C", "C", "C", "C", "C", "C", "C", "C", "C", "C", "C", "C", "C", "C", "C", "C", "C", "C", "C", "C", "C", "C", "C", "C", "C", "C", "C", "C", "C", "C", "C", "C", "C", "C", "C", "C", "C", "C", "C", "C", "C", "C", "C", "C", "C", "C", "C", "C", "C", "C", "C", "C", "C", "C", "B", "H", "H", "H", "H", "H", "H", "H", "H", "H", "H", "H", "H", "H", "H", "H", "H", "H", "H", "H", "H", "H", "H", "H", "H", "H", "H", "H", "H", "H", "H", "H", "H", "H", "H", "H", "H", "H", "H", "H", "H", "H", "H", "H", "H", "H", "H", "H", "H", "H", "H", "H", "H", "H", "H", "H", "H", "H", "H", "H", "H", "H", "H", "H", "H", "H", "H", "H", "H", "H", "H", "H", "H", "H", "H", "H", "H", "H", "H", "H"], "positions_angstrom": [[1.3738, -0.2730, 0.5758], [-1.5362, -1.0465, 0.5399], [0.7231, 1.0433, 3.1668], [0.5650, 2.5698, 0.2819], [2.1593, -3.8982, 0.1435], [1.8627, -2.3926, 0.3123], [7.2636, 0.9092, -5.0094], [7.9112, -0.0145, -3.1743], [-1.5410, 3.6673, 0.7049], [1.7523, 0.3296, -2.0310], [-1.7230, 1.5531, 2.1292], [3.7905, 0.6392, -0.2058], [-2.4216, 2.3184, -1.3527], [-3.0715, 1.5719, 2.0877], [-2.0396, 1.4038, -0.4328], [7.0582, 0.4231, -3.9219], [-2.6047, 4.4397, 0.8660], [-2.8593, 2.6201, -4.7446], [-3.2846, 7.5952, 2.0954], [2.6706, -5.6567, -2.0581], [3.3218, 0.4541, -3.8465], [3.1982, -3.2000, 3.2788], [-3.5163, 2.9832, -3.4049], [1.3829, 5.8709, -0.0526], [-0.3188, 4.0607, 0.3952], [-2.3856, 5.7305, 0.7295], [2.2562, 0.4049, -4.7632], [6.4491, 0.7850, -0.9931], [-4.8655, 5.9335, 1.1012], [4.1812, -5.7360, -2.3006], [-3.7539, 1.1864, 3.1204], [-0.9799, 1.1564, 3.1863], [-5.2698, 1.1805, 2.9356], [4.6289, -4.6962, -3.3254], [4.7531, 0.8365, 0.6758], [0.7715, 0.2671, -2.9144], [-1.2032, -6.4366, 2.1330], [-3.6665, 7.5421, -0.3897], [-0.0090, 5.4194, 0.2591], [-3.0800, 0.8038, 4.3078], [2.1893, -4.2498, -1.6511], [5.6785, 0.5096, -3.3837], [5.4437, 0.5894, -1.9640], [-3.0721, -0.3607, -1.6344], [-1.0874, 6.2362, 0.4434], [4.6859, 0.4828, -4.2811], [4.7966, -3.2645, 0.7525], [3.6836, -4.3286, 1.0211], [-3.4888, 0.5713, -2.5237], [-1.7234, 0.7929, 4.3652], [-2.2409, 0.0715, -0.5373], [-5.7278, 2.6145, 2.6378], [0.0718, -4.2251, 1.9997], [4.2921, -3.2912, -2.8343], [-1.2884, -4.8921, 2.2224], [-3.1158, 1.9361, -2.3770], [0.2434, -6.9266, 2.1644], [-3.4388, -1.8050, -1.7697], [-5.6033, 0.2768, 1.7385], [5.3690, -2.6850, 2.0468], [6.1014, 0.9257, 0.3234], [0.9712, 0.3237, -4.2980], [3.4461, -4.5165, 2.5349], [1.0241, -6.3719, 0.9696], [2.7982, -3.1465, -2.5439], [-3.5564, 6.6885, 0.8850], [3.0261, 0.4382, -2.4822], [-5.9864, 0.6596, 4.1790], [-5.0462, 2.9747, -3.5514], [-0.9978, 0.3907, 5.6105], [0.7455, -4.8528, 0.7628], [-3.0603, 4.3764, -2.9750], [4.2543, -2.1241, 2.9267], [4.1143, 0.5481, -1.5192], [-1.3184, 2.1065, 0.7505], [-4.0631, -1.9618, -2.6479], [-5.4189, 2.0239, -3.9393], [-2.7984, 8.1909, -0.5287], [-1.7049, 0.1170, 6.3916], [-4.1292, 8.2717, 2.2394], [-0.3298, -0.4479, 5.4141], [0.7135, -6.9135, 0.0750], [1.1064, -4.1981, -1.8146], [-5.3506, 3.7549, -4.2510], [3.2062, -3.4007, 4.3498], [4.7312, -5.5739, -1.3668], [-3.5000, 4.6518, -2.0131], [4.6722, -1.6903, 3.8347], [-3.6501, 0.5073, 5.1790], [0.6936, -4.3575, 2.8842], [-0.2373, 0.1677, -2.5177], [0.7182, -6.6296, 3.1046], [4.4502, 0.9416, 1.7150], [2.2635, -3.1892, -3.4993], [0.0266, -4.7304, -0.0551], [2.1995, -2.8282, 3.0468], [-5.1203, 0.6474, 0.8313], [-3.1572, 3.3395, -5.5101], [-3.7754, 6.9170, -1.2796], [-5.2689, -0.7497, 1.9150], [2.0906, -6.5763, 1.0989], [-4.1107, 0.2736, -3.3603], [-0.9541, 7.3094, 0.3699], [5.6988, -4.7848, -3.5191], [2.3597, -6.4050, -1.3289], [-1.7685, 2.6467, -4.6619], [6.0877, -1.9031, 1.7939], [-4.5460, 8.1845, -0.3192], [-3.3763, 5.1035, -3.7254], [-5.2306, 2.9981, 1.7454], [7.4856, 0.8337, -1.2892], [-2.3908, 8.2092, 1.9571], [4.5853, -2.5448, -3.5782], [-7.0614, 0.6557, 3.9951], [-3.9764, -2.1435, -0.8813], [3.7753, -1.3017, 2.3844], [4.1153, -4.8848, -4.2756], [-0.3689, 1.2087, 5.9664], [-5.6836, 6.6538, 1.1563], [2.6284, -5.2133, 2.7155], [-5.4982, 3.2811, 3.4744], [-5.5338, 3.1691, -2.5926], [4.4346, -6.7409, -2.6400], [-1.7680, -6.8933, 2.9451], [3.9892, -5.2917, 0.6074], [-1.9733, 4.4298, -2.8755], [2.4678, 0.4307, -5.8256], [1.7371, 5.4019, -0.9732], [0.1256, 0.2850, -4.9713], [-4.8462, 5.3607, 2.0290], [1.4325, 6.9519, -0.1704], [-1.9904, -4.5102, 1.4760], [4.3978, -2.4267, 0.1739], [5.9273, -3.4477, 2.5942], [-6.8082, 2.6327, 2.4769], [-5.6906, -0.3642, 4.4230], [2.0639, 5.5750, 0.7484], [4.3360, -4.9993, 2.9415], [-3.1600, 1.6273, -5.0900], [4.9209, 0.4589, -5.3371], [2.5812, -2.1700, -2.1126], [-2.5446, -2.4249, -1.8426], [0.2776, -8.0157, 2.1350], [-1.6660, -6.7845, 1.2049], [-5.8069, 1.2941, 5.0507], [4.8744, -3.0799, -1.9369], [-3.1618, 7.0073, 3.0084], [-1.6742, -4.5857, 3.1960], [5.5939, -3.7088, 0.1586], [6.8529, 1.1035, 1.0819], [2.1649, -5.9147, -2.9931], [-0.0642, -3.1520, 1.8623], [-5.0703, 5.2388, 0.2826], [-6.6833, 0.2618, 1.5768]], "lowdin_charge": [1.587, 0.623, 0.518, 0.855, 0.880, -0.774, 0.120, 0.089, -0.001, -0.037, -0.013, -0.033, 0.189, 0.175, 0.004, -0.330, 0.224, -0.033, -0.029, -0.164, -0.122, -0.163, -0.544, -0.011, -0.461, -0.180, 0.029, 0.040, -0.052, -0.182, -0.184, -0.644, -0.538, -0.184, -0.125, -0.107, -0.174, -0.029, -0.198, 0.084, -0.322, -0.067, -0.053, -0.252, 0.093, 0.074, -0.171, -0.313, 0.065, -0.236, -0.640, -0.042, -0.205, -0.186, -0.170, -0.200, -0.192, -0.052, -0.035, -0.183, -0.010, -0.015, -0.170, -0.183, -0.171, -0.549, -0.166, -0.054, -0.029, -0.062, -0.324, -0.053, -0.173, -0.148, -0.812, 0.089, 0.083, 0.084, 0.088, 0.097, 0.076, 0.113, 0.117, 0.096, 0.121, 0.098, 0.064, 0.118, 0.123, 0.099, 0.106, 0.113, 0.121, 0.128, 0.125, 0.082, 0.071, 0.096, 0.078, 0.091, 0.099, 0.130, 0.133, 0.118, 0.092, 0.084, 0.108, 0.098, 0.096, 0.062, 0.118, 0.084, 0.107, 0.094, 0.088, 0.063, 0.122, 0.090, 0.097, 0.088, 0.093, 0.095, 0.120, 0.112, 0.109, 0.085, 0.134, 0.095, 0.116, 0.070, 0.093, 0.105, 0.083, 0.123, 0.096, 0.093, 0.099, 0.128, 0.083, 0.143, 0.071, 0.074, 0.120, 0.114, 0.092, 0.092, 0.096, 0.114, 0.113, 0.125, 0.128, 0.062, 0.081, 0.093], "molar_mass_g_mol": 1213.6, "e_tot_ev": -123103.1906, "charge": 2, "e_homo_ev": -12.29, "orbital_gap_ev": 7.197}